ORCA calculation (wB97M-V/def2-TZVPD) on 8 unconnected molecules or ions with the total composition C35H85FN10O7P2.

Geometry (Å):
C  -3.347  -4.598  3.524
C  -2.579  -4.180  4.777
P  -2.003  -2.408  4.916
C  -0.204  -2.545  4.419
C  0.703  -2.383  5.644
P  -3.219  -1.017  3.531
N  -4.258  0.206  2.646
C  -2.778  -1.835  1.899
C  -2.468  -0.897  0.739
F  -3.559  -0.873  -0.144
C  -4.742  -1.520  4.452
C  -5.307  -0.411  5.353
C  -6.836  -0.422  5.421
N  -7.518  -0.041  4.191
C  -2.238  0.394  4.226
C  -0.943  0.642  3.420
C  -0.842  2.064  2.877
C  0.492  2.350  2.175
C  0.416  2.195  0.657
N  0.634  0.794  0.215
H  -4.333  -4.139  3.458
H  -2.781  -4.418  2.612
H  -3.521  -5.678  3.560
H  -3.159  -4.423  5.667
H  -1.679  -4.797  4.832
H  0.075  -1.880  3.612
H  -0.062  -3.557  4.031
H  1.661  -2.884  5.494
H  0.239  -2.862  6.507
H  0.858  -1.338  5.909
H  -4.835  -0.175  1.907
H  -3.769  1.018  2.301
H  -3.682  -2.373  1.600
H  -1.997  -2.579  1.974
H  -1.626  -1.284  0.173
H  -2.249  0.123  1.034
H  -4.539  -2.381  5.086
H  -5.468  -1.812  3.688
H  -4.908  -0.579  6.357
H  -4.967  0.573  5.040
H  -7.138  0.286  6.192
H  -7.172  -1.422  5.695
H  -7.314  -0.687  3.443
H  -7.222  0.879  3.897
H  -2.867  1.280  4.237
H  -1.991  0.144  5.254
H  -0.092  0.495  4.088
H  -0.818  -0.082  2.615
H  -0.940  2.740  3.730
H  -1.676  2.294  2.209
H  1.296  1.738  2.591
H  0.756  3.385  2.390
H  1.124  2.856  0.156
H  -0.579  2.516  0.355
H  0.753  0.222  1.042
H  -0.217  0.437  -0.201
C  0.609  -3.075  0.477
O  0.044  -2.406  1.334
N  1.914  -3.009  0.197
C  2.526  -3.829  -0.833
C  2.745  -2.084  0.952
H  0.068  -3.807  -0.145
H  3.297  -4.468  -0.400
H  2.983  -3.203  -1.599
H  1.775  -4.459  -1.304
H  2.705  -2.317  2.017
H  2.400  -1.060  0.811
H  3.771  -2.165  0.602
C  4.398  -3.196  -4.827
O  3.977  -4.158  -4.206
N  3.666  -2.116  -5.147
C  4.225  -1.001  -5.891
C  2.274  -2.072  -4.734
H  5.435  -3.135  -5.187
H  4.155  -0.084  -5.303
H  3.678  -0.863  -6.826
H  5.271  -1.200  -6.118
H  2.192  -2.134  -3.649
H  1.722  -2.911  -5.161
H  1.832  -1.139  -5.073
C  8.149  -3.057  -5.639
O  7.564  -2.229  -6.317
N  8.614  -4.228  -6.098
C  9.295  -5.177  -5.241
C  8.421  -4.546  -7.504
H  8.341  -2.904  -4.563
H  10.309  -5.360  -5.600
H  8.755  -6.125  -5.215
H  9.349  -4.781  -4.229
H  8.902  -3.797  -8.133
H  7.359  -4.560  -7.748
H  8.852  -5.522  -7.710
C  1.874  5.665  3.850
O  1.387  4.940  4.696
N  1.252  6.722  3.299
C  1.879  7.547  2.288
C  -0.101  7.035  3.736
H  2.890  5.501  3.450
H  1.959  8.581  2.630
H  1.300  7.530  1.362
H  2.880  7.172  2.081
H  -0.116  7.239  4.806
H  -0.769  6.196  3.542
H  -0.457  7.908  3.195
C  -2.627  6.244  -0.691
O  -3.186  6.181  0.389
N  -2.354  5.178  -1.467
C  -1.664  5.311  -2.735
C  -2.757  3.864  -1.001
H  -2.281  7.195  -1.128
H  -2.293  4.935  -3.547
H  -0.733  4.741  -2.715
H  -1.424  6.353  -2.923
H  -3.838  3.818  -0.864
H  -2.289  3.657  -0.039
H  -2.450  3.115  -1.727
C  1.101  7.798  -4.477
O  0.351  7.658  -3.529
N  1.839  6.819  -5.029
C  2.722  7.066  -6.152
C  1.749  5.477  -4.482
H  1.245  8.773  -4.971
H  2.430  6.459  -7.011
H  3.754  6.826  -5.888
H  2.670  8.115  -6.433
H  0.728  5.103  -4.558
H  2.035  5.472  -3.430
H  2.412  4.820  -5.039
C  -3.693  -6.629  0.065
O  -3.444  -7.812  -0.057
N  -3.767  -5.752  -0.957
C  -4.066  -4.350  -0.743
C  -3.537  -6.239  -2.305
H  -3.884  -6.157  1.044
H  -4.978  -4.065  -1.270
H  -3.249  -3.717  -1.095
H  -4.209  -4.170  0.321
H  -4.261  -7.014  -2.560
H  -2.540  -6.673  -2.391
H  -3.632  -5.412  -3.004

Values from the calculation:
* LUMO energy: 0.10 eV
* energy: -88201.1874 eV
* Kohn-Sham gap: 6.774 eV
* SMILES: CCP(CC)P(N)(CCF)(CCCN)CCCCCN.CN(C)C=O.CN(C)C=O.CN(C)C=O.CN(C)C=O.CN(C)C=O.CN(C)C=O.CN(C)C=O

Here are the Löwdin charges for atoms 1 to 5, given in e: -0.184 -0.454 0.879 -0.468 -0.185